Here is a single C6H14 molecule from OMol25. Energies are from ωB97M-V/def2-TZVPD.

Last column: Löwdin charge in e.
Geometry (Å):
C (-1.85412, -0.85246, 2.50693)  -0.12
C (-1.46335, -0.73472, 1.03280)  -0.29
C (-0.12348, -0.05969, 0.75684)  -0.24
C (0.16329, 0.06156, -0.73921)  -0.25
C (1.49289, 0.74729, -1.04111)  -0.29
C (1.78814, 0.85083, -2.53468)  -0.12
H (-1.28336, -1.62789, 3.03139)  0.07
H (-1.69786, 0.09263, 3.04467)  0.07
H (-2.91432, -1.10621, 2.57668)  0.06
H (-1.46698, -1.73844, 0.58596)  0.11
H (-2.24506, -0.16774, 0.51759)  0.10
H (0.69138, -0.61396, 1.24504)  0.12
H (-0.12955, 0.94379, 1.20782)  0.12
H (-0.65473, 0.61855, -1.22118)  0.12
H (0.15569, -0.94063, -1.19350)  0.12
H (1.48716, 1.75106, -0.59406)  0.11
H (2.30009, 0.19357, -0.54239)  0.11
H (1.82626, -0.14294, -2.99661)  0.07
H (2.74856, 1.34383, -2.71941)  0.07
H (1.01038, 1.42630, -3.05094)  0.07

SMILES = CCCCCC
HOMO-LUMO gap = 12.251 eV
ΔE to the lowest compared entry with this formula, charge and spin = 8.0 kJ/mol
energy = -6449.3264 eV
molecular weight = 86.2 g/mol
max |F| = 0.22 eV Å⁻¹